C10H25CaO6Sr | ωB97M-V/def2-TZVPD

HOMO-LUMO gap (spin up / spin down)	5.34 / 4.82	eV
E_HOMO (spin up / spin down)	-21.16 / -21.16	eV
2S+1	2
energy	-42290.8815	eV
net charge	+4
LUMO (spin up / spin down)	-0.58144 / -0.60068	hartree

Geometry (Å):
Sr: 2.5684 -1.2490 3.4229
Ca: 2.9255 -3.1524 0.0141
O: -1.0130 -1.6895 0.7091
C: 0.1308 -1.4935 1.3618
O: 1.1544 -2.2024 1.0788
O: 0.1577 -0.8826 2.4325
H: -1.4148 -1.1908 1.4242
C: 1.3607 -1.8789 -3.5995
C: 0.6125 -2.4297 -2.3644
C: -0.7466 -3.0845 -2.7319
O: 1.3077 -3.5332 -1.8320
H: 1.6070 -2.7481 -4.2094
H: 2.3651 -1.5274 -3.3632
H: 0.8660 -1.2058 -4.2998
H: 0.5616 -1.6299 -1.6256
H: -1.5150 -2.3676 -3.0211
H: -1.2300 -3.5676 -1.8828
H: -0.6301 -3.8401 -3.5089
H: 1.0217 -4.3408 -2.2650
C: -2.5547 1.4759 2.0424
C: -1.7513 2.1032 3.2105
C: -2.8466 2.7682 4.1667
O: -1.0842 1.0670 3.9045
H: -3.2382 0.6633 2.2887
H: -1.8751 1.1384 1.2599
H: -3.2280 2.2408 1.6554
H: -1.1196 2.8749 2.7706
H: -2.4581 3.1998 5.0892
H: -3.5867 2.0459 4.5110
H: -3.4230 3.5602 3.6886
H: -0.5007 0.7073 3.2324
C: 0.0830 1.4491 -1.3832
C: 1.5758 1.3653 -0.8769
C: 2.5485 2.3162 -1.5773
O: 1.5754 1.5655 0.5268
H: -0.5481 0.7258 -0.8667
H: -0.0606 1.1215 -2.4128
H: -0.3126 2.4640 -1.3441
H: 1.9856 0.3691 -1.0434
H: 3.5667 2.2096 -1.2031
H: 2.0943 3.3065 -1.5418
H: 2.6095 1.9889 -2.6152
H: 2.4593 1.2878 0.7781

Forces on the atoms, in the same order (eV/Å):
-1.469 0.518 0.511
-2.042 -0.756 -2.390
2.419 1.007 1.084
0.300 -2.965 -0.452
2.891 -0.565 -1.092
0.474 1.916 1.740
-3.088 0.373 -0.316
0.503 -1.396 -0.111
-1.963 0.592 -2.530
-0.544 1.216 0.533
3.016 -0.415 2.525
-0.222 -0.211 -0.253
-0.020 0.581 0.325
-0.293 0.216 0.604
-0.278 -0.244 0.454
0.273 0.118 -0.516
0.400 -0.144 0.317
0.143 0.182 -0.235
-0.063 -0.342 -0.260
-1.019 -1.227 -2.008
-2.455 1.376 4.615
0.625 -0.570 -0.707
-1.401 1.835 -1.232
0.286 -0.061 0.710
0.177 0.193 -0.034
0.382 0.435 0.075
0.808 -0.260 -0.442
0.661 -0.083 0.033
0.040 -0.369 -0.094
0.342 -0.061 -0.458
1.009 -0.737 -0.477
1.171 -0.443 -0.015
-0.918 0.273 -1.745
-1.153 -0.651 -0.300
-0.177 -0.535 1.321
-0.085 0.222 0.587
0.613 0.192 -0.242
0.043 -0.053 0.330
-0.224 -0.767 -0.255
-0.073 0.472 0.344
0.697 0.224 0.036
-0.097 0.229 -0.183
0.311 0.685 0.204

Here are the natural (NBO) charges for atoms 1 to 4, given in e: 1.95 1.92 -0.55 1.01